Entry 1:
# C42H56O42

A 14-piece molecular cluster, C42H56O42 overall (the ωB97M-V functional and the def2-TZVPD basis, the Open Molecules 2025 dataset).

- highest occupied orbital energy (Eh) = -0.3811
- Kohn-Sham gap (eV) = 10.531
- E_tot (eV) = -130449.7567
- LUMO energy (eV) = 0.160
- ΔE to the lowest compared entry with this formula, charge and spin (kcal per mole) = 194.9

Geometry as ORCA input:
```
! RIJCOSX wB97M-V def2-TZVPD def2/J DEFGRID3
* xyz 0 1
C -34.65 11.69 -14.92
C -33.54 12.75 -14.74
O -34.37 13.89 -14.69
C -35.61 13.61 -14.36
O -36.39 14.51 -14.15
O -35.69 12.30 -14.25
H -34.47 10.77 -14.36
H -34.86 11.44 -15.95
H -32.90 12.62 -15.61
H -32.90 12.50 -13.90
C -24.42 11.07 -17.81
C -23.73 11.32 -16.48
O -24.61 12.14 -15.81
C -25.47 12.69 -16.59
O -26.24 13.61 -16.33
O -25.27 12.18 -17.83
H -24.99 10.14 -17.79
H -23.74 11.05 -18.67
H -22.73 11.73 -16.59
H -23.62 10.36 -15.97
C -17.68 13.93 -20.08
C -17.48 14.57 -21.41
O -18.80 14.99 -21.66
C -19.42 15.38 -20.58
O -20.47 15.98 -20.51
O -18.66 14.88 -19.50
H -16.87 13.72 -19.38
H -18.03 12.91 -20.26
H -17.43 13.75 -22.12
H -16.73 15.36 -21.28
C -29.30 8.09 -24.23
C -28.80 7.40 -25.43
O -29.40 8.01 -26.54
C -29.60 9.28 -26.16
O -29.93 10.21 -26.98
O -29.52 9.43 -24.77
H -28.59 8.18 -23.41
H -30.24 7.75 -23.81
H -28.80 6.31 -25.45
H -27.73 7.54 -25.55
C -23.48 10.58 -29.13
C -23.43 12.02 -28.73
O -23.38 12.01 -27.30
C -23.51 10.80 -26.92
O -23.61 10.49 -25.71
O -23.49 9.94 -27.90
H -22.59 10.17 -29.61
H -24.41 10.27 -29.61
H -24.36 12.43 -29.11
H -22.50 12.44 -29.13
C -23.75 19.37 -14.59
C -24.69 20.31 -13.89
O -24.53 20.06 -12.56
C -23.49 19.19 -12.35
O -23.11 18.71 -11.30
O -23.02 18.85 -13.51
H -23.21 19.84 -15.41
H -24.25 18.54 -15.09
H -25.73 20.16 -14.19
H -24.42 21.33 -14.16
C -17.41 5.87 -9.60
C -17.72 6.82 -8.50
O -17.85 8.07 -9.08
C -18.27 7.85 -10.38
O -18.64 8.69 -11.20
O -18.07 6.51 -10.65
H -17.79 4.88 -9.40
H -16.36 5.82 -9.92
H -16.91 6.66 -7.78
H -18.67 6.56 -8.02
C -31.57 19.98 -17.38
C -32.55 20.45 -16.22
O -33.82 20.23 -16.82
C -33.76 20.29 -18.16
O -34.68 20.19 -18.95
O -32.39 20.21 -18.54
H -31.15 18.97 -17.37
H -30.72 20.65 -17.53
H -32.31 21.49 -15.97
H -32.41 19.87 -15.31
C -23.87 0.43 -13.96
C -23.32 1.60 -13.03
O -23.18 2.65 -13.92
C -23.72 2.37 -15.11
O -23.78 3.14 -16.08
O -24.29 1.13 -15.09
H -24.67 -0.15 -13.51
H -23.08 -0.28 -14.23
H -22.35 1.29 -12.63
H -23.97 1.92 -12.21
C -14.81 6.65 -21.56
C -14.44 7.86 -20.81
O -15.55 7.98 -19.96
C -16.59 7.31 -20.41
O -17.72 7.36 -19.98
O -16.16 6.45 -21.27
H -14.17 5.85 -21.17
H -14.71 6.71 -22.64
H -14.16 8.68 -21.48
H -13.54 7.65 -20.23
C -26.84 16.36 -23.70
C -27.65 16.95 -22.51
O -28.73 17.61 -23.10
C -28.98 17.13 -24.34
O -29.96 17.29 -25.04
O -27.92 16.38 -24.70
H -26.50 15.39 -23.33
H -25.92 16.92 -23.85
H -26.98 17.64 -21.99
H -27.95 16.24 -21.74
C -28.22 6.98 -13.63
C -29.01 8.21 -13.87
O -29.46 8.07 -15.22
C -29.15 6.76 -15.63
O -29.36 6.34 -16.77
O -28.57 6.09 -14.65
H -28.44 6.57 -12.65
H -27.18 7.30 -13.59
H -28.28 8.99 -13.67
H -29.83 8.29 -13.15
C -28.56 18.40 -7.11
C -29.55 19.27 -7.80
O -29.67 18.65 -9.06
C -29.08 17.51 -9.18
O -29.19 16.72 -10.10
O -28.38 17.31 -8.00
H -28.96 18.03 -6.16
H -27.66 19.00 -6.98
H -29.06 20.24 -7.87
H -30.46 19.30 -7.21
C -22.47 12.59 -7.79
C -23.23 12.94 -9.04
O -23.83 11.77 -9.49
C -23.83 10.85 -8.51
O -24.23 9.73 -8.52
O -23.05 11.28 -7.46
H -22.64 13.34 -7.03
H -21.41 12.63 -8.04
H -22.60 13.33 -9.84
H -24.06 13.63 -8.84
*
```

Entry 2:
# C42H57BrI2LuN6O3P2SSe

C42H57BrI2LuN6O3P2SSe as an isolated structure (the ωB97M-V functional and the def2-TZVPD basis, the Open Molecules 2025 dataset).

- highest occupied orbital energy (Eh) = -0.3367
- Kohn-Sham gap (eV) = 6.426
- E_tot (eV) = -274180.2152
- LUMO energy (eV) = -2.737
- ΔE to the lowest compared entry with this formula, charge and spin (kcal per mole) = 0.0

Geometry as ORCA input:
```
! RIJCOSX wB97M-V def2-TZVPD def2/J DEFGRID3
* xyz 1 1
Lu -11.74 -7.58 15.45
I -18.09 -3.80 17.18
C -16.12 -4.27 16.53
C -14.98 -3.45 16.75
C -13.74 -3.78 16.16
I -11.94 -2.68 16.41
C -13.57 -5.01 15.47
O -12.38 -5.52 15.13
C -14.74 -5.69 15.08
C -14.60 -6.93 14.19
N -14.01 -8.23 14.79
C -14.62 -8.78 15.99
C -14.26 -8.04 17.24
C -15.14 -7.71 18.29
C -14.59 -7.22 19.45
C -13.25 -6.74 19.52
C -12.48 -6.87 18.39
N -13.00 -7.48 17.27
C -15.97 -5.36 15.67
H -14.99 -2.48 17.26
H -13.98 -6.63 13.33
H -15.65 -7.16 13.73
H -14.14 -8.92 13.99
H -14.35 -9.85 15.98
H -15.72 -8.71 15.93
H -16.21 -7.92 18.34
H -15.24 -6.98 20.30
H -12.96 -6.18 20.44
H -11.43 -6.51 18.28
H -16.82 -6.06 15.54
C -8.87 -9.89 18.46
P -8.24 -9.24 16.85
C -9.20 -10.37 15.66
N -8.48 -10.93 14.66
C -8.89 -11.76 13.68
C -8.21 -11.75 12.43
C -8.29 -12.81 11.63
C -9.05 -13.99 11.99
C -9.83 -13.90 13.09
C -9.89 -12.75 13.92
N -10.91 -12.77 14.87
C -11.18 -11.80 15.76
P -12.85 -12.07 16.45
C -12.37 -12.18 18.26
C -13.54 -13.77 16.18
C -12.48 -14.80 16.57
C -14.81 -13.92 17.04
C -13.89 -13.92 14.67
C -6.46 -9.51 16.67
C -5.94 -9.06 15.29
C -6.15 -10.98 16.74
C -5.71 -8.69 17.76
H -8.04 -10.00 19.16
H -9.29 -10.88 18.36
H -9.62 -9.20 18.86
H -7.61 -10.85 12.27
H -7.76 -12.84 10.67
H -8.89 -14.79 11.27
H -10.60 -14.67 13.37
H -11.39 -12.68 18.31
H -13.19 -12.63 18.96
H -12.26 -11.17 18.60
H -12.21 -14.66 17.65
H -11.62 -14.63 15.91
H -12.85 -15.78 16.45
H -14.59 -13.77 18.03
H -15.30 -14.90 17.00
H -15.57 -13.15 16.76
H -14.16 -14.97 14.47
H -12.97 -13.76 14.13
H -14.70 -13.26 14.33
H -6.55 -9.44 14.49
H -4.86 -9.27 15.16
H -6.06 -7.94 15.36
H -6.15 -11.55 15.79
H -6.70 -11.47 17.51
H -5.05 -11.01 16.94
H -6.44 -7.95 18.09
H -4.75 -8.21 17.38
H -5.41 -9.41 18.58
O -11.33 -9.52 16.22
N -10.56 -10.54 15.86
Se -8.85 -7.20 16.45
Br -16.58 -6.13 10.28
C -17.27 -7.96 10.30
C -16.88 -8.91 9.29
C -17.31 -10.22 9.37
C -18.28 -10.58 10.36
C -18.72 -9.51 11.18
N -18.21 -8.26 11.16
H -16.43 -8.52 8.35
H -17.06 -10.95 8.59
H -18.58 -11.63 10.56
H -19.49 -9.61 11.96
C -12.37 -9.79 9.50
C -12.34 -8.92 10.72
C -11.39 -7.70 10.67
S -11.76 -6.64 12.09
O -11.24 -7.53 13.27
C -10.36 -5.45 11.84
C -10.22 -4.20 12.68
C -8.80 -3.57 12.50
H -12.79 -10.81 9.67
H -11.39 -9.94 9.07
H -12.90 -9.41 8.63
H -12.12 -9.56 11.59
H -13.35 -8.50 10.83
H -11.63 -7.09 9.79
H -10.34 -8.00 10.76
H -10.47 -5.21 10.78
H -9.46 -6.13 11.92
H -10.48 -4.35 13.72
H -10.92 -3.46 12.28
H -8.12 -4.43 12.45
H -8.63 -2.93 13.42
H -8.69 -2.96 11.57
*
```

Entry 3:
# C42H57F3N4O6PS

A 4-piece molecular cluster, C42H57F3N4O6PS overall (the ωB97M-V functional and the def2-TZVPD basis, the Open Molecules 2025 dataset).

- highest occupied orbital energy (Eh) = -0.3982
- Kohn-Sham gap (eV) = 7.680
- E_tot (eV) = -90982.8296
- LUMO energy (eV) = -3.155
- ΔE to the lowest compared entry with this formula, charge and spin (kcal per mole) = 0.0

Geometry as ORCA input:
```
! RIJCOSX wB97M-V def2-TZVPD def2/J DEFGRID3
* xyz 1 1
C 0.66 -3.76 3.93
C -0.29 -3.46 3.05
C -1.34 -2.96 1.91
C -1.29 -1.33 1.97
C -2.26 -0.60 0.90
C -1.58 0.85 0.49
N -1.16 1.36 1.82
C 0.12 2.09 1.84
C 0.25 3.67 2.26
O 1.26 1.52 1.58
C -2.25 2.01 2.60
C -2.69 1.28 4.00
O -2.85 3.10 2.32
N -0.56 0.39 -0.51
C -1.11 0.18 -1.86
N -0.64 -0.49 -2.93
S -1.56 -0.50 -4.44
C 0.67 -1.21 -2.86
C 1.71 -0.42 -3.82
C 2.88 0.23 -2.89
C 3.73 -0.98 -2.19
O 4.42 -1.72 -2.96
O 3.59 -1.15 -0.77
C 3.25 -2.56 -0.44
C 4.50 -3.34 0.26
N -2.37 0.97 -1.82
C -2.51 1.71 -0.49
C -2.18 3.26 -0.82
C -1.20 3.51 -2.07
C -0.79 5.05 -2.33
C -0.14 5.81 -1.07
C 1.42 5.46 -0.79
O 1.99 4.48 -1.69
C 2.73 3.44 -0.98
P -4.40 1.72 -0.28
O -5.07 0.32 -0.26
H 1.54 -3.90 4.67
H -2.38 -3.40 2.10
H -0.87 -3.28 0.90
H -0.16 -1.05 1.84
H -1.53 -1.06 3.08
H -2.55 -1.24 -0.01
H -3.25 -0.36 1.47
H -0.31 3.90 3.23
H -0.13 4.38 1.44
H 1.37 3.92 2.45
H -3.09 2.14 4.67
H -1.75 0.78 4.45
H -3.51 0.50 3.76
H 0.14 -0.28 -0.16
H -1.07 0.59 -5.20
H 0.53 -2.28 -3.26
H 1.03 -1.29 -1.77
H 1.19 0.47 -4.36
H 2.13 -1.11 -4.65
H 3.55 0.92 -3.52
H 2.35 0.86 -2.09
H 2.37 -2.59 0.32
H 2.88 -3.12 -1.37
H 5.17 -3.85 -0.52
H 4.07 -4.17 0.95
H 5.10 -2.60 0.92
H -3.23 0.45 -2.11
H -1.70 3.74 0.11
H -3.15 3.87 -1.03
H -1.63 3.11 -3.09
H -0.22 2.89 -1.91
H 0.00 5.05 -3.19
H -1.70 5.62 -2.77
H -0.17 6.95 -1.33
H -0.82 5.70 -0.13
H 2.04 6.45 -0.94
H 1.55 5.19 0.33
H 2.02 2.54 -0.85
H 3.68 3.17 -1.61
H 3.12 3.74 0.06
H -4.93 2.39 -1.46
H -4.88 2.48 0.85
F -8.85 -3.11 5.25
C -8.16 -2.24 4.51
C -8.25 -2.30 3.12
C -7.54 -1.39 2.35
C -6.73 -0.44 2.97
C -6.64 -0.39 4.36
C -7.37 -1.29 5.13
H -8.88 -3.05 2.66
H -7.61 -1.42 1.27
H -6.17 0.27 2.36
H -6.01 0.35 4.84
H -7.32 -1.26 6.22
F 5.80 3.25 -0.74
C 6.77 2.67 -1.46
C 6.91 1.29 -1.42
C 7.92 0.68 -2.16
C 8.79 1.46 -2.92
C 8.64 2.85 -2.95
C 7.63 3.45 -2.22
H 6.24 0.69 -0.81
H 8.04 -0.40 -2.14
H 9.58 0.99 -3.49
H 9.32 3.45 -3.54
H 7.49 4.53 -2.23
F 1.33 -4.63 0.29
C 0.61 -5.76 0.15
C 1.10 -6.95 0.68
C 0.35 -8.12 0.54
C -0.87 -8.08 -0.14
C -1.34 -6.89 -0.67
C -0.60 -5.72 -0.52
H 2.05 -6.95 1.19
H 0.72 -9.05 0.95
H -1.45 -9.00 -0.25
H -2.29 -6.87 -1.20
H -0.97 -4.78 -0.92
*
```

Q: Which of these has the lowest Kohn-Sham gap?
A: C42H57BrI2LuN6O3P2SSe